The following is a DFT calculation (the ωB97M-V functional and the def2-TZVPD basis) of a 2-piece molecular cluster, C3H9NS overall.

```
14
C3H9NS (the ωB97M-V functional and the def2-TZVPD basis)
C -4.6941 0.4274 -1.7141
N -4.1394 0.9545 -0.6969
H -4.2213 -0.4359 -2.0793
H -5.1743 1.0032 -2.5621
H 3.7014 -2.6438 0.5673
H -4.1719 2.0105 -0.8422
C 1.7252 -0.0795 1.4454
C 2.7860 -0.1821 0.3020
S 4.2831 -1.3496 0.6697
H 0.8753 -0.6895 1.1791
H 2.1038 -0.3020 2.4430
H 1.2682 0.9541 1.5416
H 2.2929 -0.4374 -0.6348
H 3.3651 0.7700 0.3812
```

Values from the calculation:
Total energy   -572.55668 a.u.
SMILES   C=N.CCS
Molar mass   91.18 Da

Here are the Mulliken charges for atoms 1 to 2, given in e:
1. C -0.221
2. N -0.444

The following is a DFT calculation (the ωB97M-V functional and the def2-TZVPD basis) of one molecule with the formula C4H9NO.

```
15
C4H9NO (the ωB97M-V functional and the def2-TZVPD basis)
C -1.7187 0.6021 0.3492
C -0.8637 -0.1489 -0.6394
N 0.3194 0.5262 -1.1618
C 0.4959 -0.7039 -0.3889
C 1.3098 -0.5262 0.8955
O 2.1750 0.5804 0.8101
H -2.3926 -0.0807 0.8789
H -1.1173 1.1467 1.0829
H -2.3363 1.3319 -0.1876
H -1.4459 -0.7162 -1.3682
H 0.4472 0.3777 -2.1569
H 0.7346 -1.6012 -0.9583
H 1.9231 -1.4232 1.0446
H 0.6474 -0.4409 1.7710
H 1.7917 1.1471 0.1214
```

Values from the calculation:
Total energy   -287.75961 a.u.
SMILES   C[C@H]1N[C@H]1CO
Molar mass   87.12 Da

Here are the Mulliken charges for atoms 1 to 2, given in e:
1. C -1.307
2. C 0.309

The following is a DFT calculation (the ωB97M-V functional and the def2-TZVPD basis) of C21H37F9N2O4RhSi as an isolated structure.

```
75
C21H37F9N2O4RhSi (the ωB97M-V functional and the def2-TZVPD basis)
Rh -0.3560 -0.0375 -0.2542
C -2.7141 -0.6152 4.4746
N -1.4861 -0.3543 3.7615
C -0.5171 0.5654 4.3315
C -1.2513 -0.8304 2.5425
O -0.1747 -0.6184 1.9651
C -2.3471 -1.6846 1.8967
O -2.1201 -1.8466 0.5151
C -1.9397 -3.1557 0.0313
C -0.5942 -3.2459 -0.6922
O -0.0244 -2.2163 -1.0707
N -0.0564 -4.4516 -0.8781
C -0.7395 -5.7174 -0.7089
C 1.2812 -4.5635 -1.4319
H -2.6094 -0.2808 5.5018
H -3.5527 -0.0805 4.0264
H -2.9346 -1.6821 4.4809
H -0.7247 0.7026 5.3891
H 0.4860 0.1591 4.2043
H -0.5673 1.5296 3.8193
H -2.3946 -2.6552 2.4042
H -3.3144 -1.1876 2.0193
H -1.9775 -3.8871 0.8452
H -2.7404 -3.3731 -0.6901
H -1.7782 -5.5867 -0.4207
H -0.7175 -6.2622 -1.6553
H -0.2316 -6.3216 0.0482
H 1.8023 -3.6195 -1.2955
H 1.8133 -5.3526 -0.9038
H 1.2497 -4.8039 -2.4958
C 2.6556 2.1000 0.8032
Si 1.8407 0.8665 -0.4540
C 1.3203 2.4425 -2.2602
C 2.6225 2.8251 -2.8683
C 0.6513 3.4790 -1.4280
C 0.4179 1.5977 -3.0916
C 3.3478 -0.3196 -1.0789
C 3.4646 -1.3537 0.0441
C 4.6768 0.4148 -1.2226
C 3.0015 -1.0179 -2.3911
H 3.4489 2.7082 0.3741
H 3.0816 1.5241 1.6210
H 1.9174 2.7670 1.2367
H 3.3337 3.1597 -2.1202
H 2.4665 3.6656 -3.5521
H 3.0522 2.0133 -3.4485
H 1.3615 4.0441 -0.8333
H -0.0992 3.0339 -0.7797
H 0.1127 4.1807 -2.0699
H 0.9605 0.8043 -3.5996
H -0.0647 2.2190 -3.8510
H -0.3869 1.1557 -2.4807
H 3.7614 -0.8811 0.9764
H 4.2183 -2.0990 -0.2089
H 2.5141 -1.8555 0.2148
H 4.9390 0.9553 -0.3191
H 4.6647 1.1106 -2.0531
H 5.4676 -0.3092 -1.4157
H 2.0350 -1.5126 -2.3303
H 3.7602 -1.7620 -2.6313
H 2.9738 -0.3118 -3.2162
F -4.0815 3.7897 -1.1366
C -3.4256 2.6311 -1.1238
F -4.2329 1.7014 -1.6318
F -2.3974 2.7448 -1.9735
C -2.9197 2.2410 0.3001
O -1.8858 1.4143 0.2982
C -2.5269 3.5550 1.0596
F -3.5557 4.2134 1.5829
F -1.8687 4.4029 0.2655
F -1.7015 3.2477 2.0666
C -4.1441 1.6330 1.0496
F -4.3580 0.3719 0.6714
F -5.2801 2.3001 0.8765
F -3.9085 1.5827 2.3692
```

Values from the calculation:
Total energy   -2531.42746 a.u.
Multiplicity   5
Net charge   +1
Molar mass   683.51 Da

Here are the Mulliken charges for atoms 1 to 2, given in e:
1. Rh 1.576
2. C -0.874

The following is a DFT calculation (the ωB97M-V functional and the def2-TZVPD basis) of one molecule with the formula C5H4BrFO.

```
12
C5H4BrFO (the ωB97M-V functional and the def2-TZVPD basis)
C -0.5681 -1.2330 0.0424
C -0.2901 0.1169 0.0157
C 1.0965 0.2795 -0.0126
C 1.6048 -1.2395 0.0115
C -1.2750 1.2337 -0.0174
O 0.5382 -1.9995 0.0310
F 2.8141 -1.7539 -0.0567
Br 2.1503 1.8079 0.0048
H -1.5014 -1.7559 0.0817
H -1.9742 1.1452 0.8098
H -0.7601 2.1918 0.0428
H -1.8350 1.2068 -0.9527
```

Values from the calculation:
Total energy   -2941.97451 a.u.
SMILES   Cc1coc(F)c1Br
Molar mass   178.99 Da

Here are the Mulliken charges for atoms 1 to 2, given in e:
1. C -0.724
2. C 0.970

It is found that the F_max values, taken in the order of the records, are 0.059 0.008 0.037 0.129 Eh/bohr.